[1]
Molecular formula: C65H132F12N5O10S2
Method: DFT, wB97M-V/def2-TZVPD

The geometry in XYZ format:
```
226
Properties=species:S:1:pos:R:3
S -1.20 7.06 -5.79
S 0.75 -2.13 -6.79
F 0.02 -1.74 -0.53
F -0.13 -1.97 -4.17
F 1.75 -0.41 -1.14
F -1.07 -0.56 -5.54
F 1.22 6.10 -5.26
F 1.04 -0.19 -5.01
F -6.89 0.70 -2.60
F -0.57 4.74 -4.94
F -7.50 2.73 -2.32
F -8.94 1.41 -3.00
F -0.14 6.26 -3.39
F 1.52 -1.05 0.83
O -2.56 6.69 -5.44
O 1.92 -2.91 -6.47
O -1.35 0.50 0.66
O 1.07 -1.10 -7.85
O -5.96 1.89 -4.86
O -0.11 1.55 -0.99
O -0.94 8.47 -5.38
O -7.98 1.19 -5.63
O -0.80 6.90 -7.21
O -0.43 -2.94 -7.25
N -5.01 -1.35 -0.07
N -1.62 4.65 1.23
N 3.27 -5.17 -1.71
N 1.25 -0.64 5.18
N 5.07 2.18 -1.05
C -3.43 3.60 4.55
C -0.12 4.42 0.85
C 0.45 0.21 6.29
C 3.90 3.18 -1.32
C 0.10 -1.13 -5.27
C -5.35 2.45 -6.02
C 1.81 -5.71 -1.88
C -1.75 3.94 2.63
C 0.51 -2.96 6.07
C -4.04 4.55 -1.94
C 0.01 0.71 0.14
C -0.14 1.04 4.04
C -0.37 -4.23 5.68
C 3.57 -1.59 4.66
C -0.81 1.00 -2.13
C 3.11 2.46 -2.45
C -6.90 0.02 0.62
C -1.39 -6.08 0.09
C 6.18 0.71 0.97
C -5.59 0.91 0.59
C -3.07 4.41 3.31
C 0.67 5.69 1.24
C 4.20 -6.03 -0.76
C 4.09 1.69 -3.25
C 1.18 0.30 3.90
C 6.47 2.87 -1.33
C 5.95 0.14 2.37
C -4.57 -1.79 1.36
C 4.99 -8.30 0.10
C -0.05 5.97 -4.76
C 4.97 1.13 -2.21
C 6.72 4.10 -0.31
C -3.04 -2.32 -1.50
C -2.88 -3.18 -2.68
C 0.54 -1.97 4.91
C -3.79 -4.22 2.01
C -2.77 4.91 -1.12
C -4.53 -2.25 -1.26
C 1.08 -5.97 -0.62
C 5.00 1.56 0.40
C 4.45 -7.55 -1.10
C -1.59 6.21 1.43
C 0.87 -0.62 -0.21
C 9.27 3.77 -0.24
C 8.09 4.70 -0.56
C -0.34 -6.57 -0.92
C -0.20 -5.37 6.73
C 2.91 -2.82 -2.47
C -0.53 1.19 5.61
C 5.04 -1.59 5.15
C -4.87 3.77 5.06
C -4.68 0.10 -0.26
C -3.93 2.03 -5.87
C -7.37 2.02 -4.70
C 3.80 -4.94 -3.15
C -4.93 -3.29 1.73
C -1.02 2.19 -3.11
C -2.67 4.04 0.13
C -6.55 -1.18 -0.17
C -4.09 -5.59 2.44
C -7.65 1.70 -3.17
C 2.74 -0.89 5.67
C -0.33 6.68 0.76
C 3.15 -3.66 -3.66
C 3.23 -3.74 -1.22
H -0.48 -1.66 4.70
H -2.50 6.62 0.99
H -3.30 -3.74 2.85
H -3.17 -6.04 2.81
H 4.68 2.38 1.04
H -4.97 3.12 5.94
H 5.45 -0.58 5.11
H 0.05 2.03 3.62
H 5.60 -2.06 4.34
H -2.65 -1.32 -1.65
H 5.01 -9.35 -0.16
H 0.89 -2.38 3.97
H 5.51 0.87 3.04
H 3.34 3.62 -0.50
H -5.01 4.81 -1.51
H 8.10 5.16 -1.55
H -4.02 3.48 -2.12
H -0.45 6.58 -0.32
H -4.78 0.46 -1.29
H -0.83 4.16 3.17
H 2.49 -3.66 -0.43
H 3.24 -2.62 4.60
H 1.07 -5.04 -0.04
H -5.49 3.53 -6.01
H -0.12 -0.52 6.88
H 9.32 3.30 0.74
H -0.41 2.21 5.99
H 5.91 4.84 -0.34
H 1.56 -3.17 6.26
H -7.20 -0.28 1.62
H 4.07 0.98 0.38
H -1.53 6.55 2.46
H -1.87 4.87 -1.73
H -2.75 3.96 5.33
H -0.34 -4.46 4.62
H 3.60 -5.73 -3.87
H -0.71 -6.44 -1.94
H 1.70 -6.59 0.03
H 2.60 -1.40 6.62
H -0.34 -7.65 -0.76
H 6.38 3.23 -2.36
H 3.42 -1.15 3.68
H -1.73 0.46 -1.91
H 2.03 0.98 3.80
H 1.05 5.75 2.26
H -7.74 0.57 0.20
H 5.08 -5.38 -0.75
H 4.88 -4.82 -3.06
H 7.05 1.36 1.03
H 1.28 -5.06 -2.57
H -3.41 -2.82 -3.56
H -1.58 1.00 5.82
H -1.77 2.89 2.33
H -3.28 2.54 4.35
H -0.79 -6.25 6.48
H 3.61 0.87 -3.78
H -1.07 0.61 3.68
H -5.59 3.43 4.31
H -0.18 4.26 -0.23
H -1.47 -5.00 0.02
H -3.59 2.08 -4.84
H -4.90 -1.02 2.06
H 4.60 2.38 -3.92
H 5.18 -2.21 6.03
H -2.83 5.99 -0.98
H -6.74 -1.05 -1.24
H 1.63 5.68 0.74
H 2.00 -6.69 -2.32
H -1.38 1.99 -4.12
H 6.96 -0.15 2.68
H -3.61 4.25 0.65
H 1.26 -0.40 3.07
H 6.33 -0.04 0.18
H 7.25 2.12 -1.25
H 3.16 0.11 5.77
H 6.02 -8.05 0.38
H -1.85 -3.23 -3.04
H -7.65 3.06 -4.84
H -5.01 -3.20 -0.99
H 0.13 -2.51 6.98
H 2.69 3.27 -3.05
H 1.20 0.88 6.70
H 1.92 -2.38 -2.42
H 10.12 4.41 -0.44
H 0.56 1.40 0.77
H -3.21 5.49 3.40
H -7.00 -2.09 0.22
H 2.35 -3.78 -4.39
H -0.04 7.69 1.06
H 5.08 -7.61 -1.99
H -3.08 -4.32 1.19
H -3.89 0.95 -5.99
H 5.35 -0.77 2.43
H 5.86 0.65 -2.62
H 3.56 -1.96 -2.30
H -2.42 -6.32 -0.17
H -2.45 -2.81 -0.72
H 4.31 -8.21 0.94
H -3.50 -1.60 1.38
H 0.18 3.49 1.33
H 8.18 5.49 0.19
H -3.93 4.26 2.66
H 0.78 -5.82 6.86
H -4.93 -1.89 -2.20
H -4.97 4.83 5.27
H 2.37 1.74 -2.11
H -3.62 0.35 -0.20
H -1.43 -3.98 5.79
H -1.12 -6.43 1.09
H 3.69 -5.88 0.19
H -0.13 0.29 -2.60
H 9.39 2.94 -0.93
H -4.36 -6.15 1.54
H -5.74 -3.68 1.10
H 4.17 -3.42 -0.79
H -5.92 1.83 0.11
H -3.26 -4.20 -2.68
H -5.50 -3.13 2.65
H -5.71 2.13 -7.00
H -0.35 -5.07 7.77
H -3.26 2.53 -6.57
H -1.85 2.65 -2.57
H -4.83 -5.76 3.22
H -2.55 2.95 0.11
H 3.86 -3.15 -4.32
H 4.37 0.37 -1.71
H 3.54 -8.03 -1.46
H -0.24 2.94 -3.13
H -3.93 4.98 -2.94
H 4.37 3.90 -1.98
H -5.23 1.10 1.61
H 6.76 3.76 0.73
```

Properties
Total charge: +1
Lowest unoccupied orbital energy in eV: -3.55
Total energy in eV: -151730.76816
Maximum force in hartree/bohr: 0.14551
E_HOMO in eV: -5.88
Gap between HOMO and LUMO in hartree: 0.0853



[2]
Molecular formula: C65H137N7O9
Method: DFT, wB97M-V/def2-TZVPD

The geometry in XYZ format:
```
218
Properties=species:S:1:pos:R:3
O -2.16 1.26 2.50
O 0.45 -3.72 2.18
O -4.07 2.95 -6.21
O 2.04 -0.54 0.05
O 4.61 4.56 -1.63
O -0.69 -0.98 1.48
O -1.92 -3.96 0.71
O 1.16 -1.79 6.16
O 5.50 1.18 -2.71
N 0.50 -0.53 6.08
N -3.29 -4.07 0.69
N 1.59 -4.48 2.32
N -3.22 2.77 -5.16
N 4.78 0.00 -2.93
N -2.78 2.18 1.62
N 3.88 4.73 -2.70
C -0.52 -0.91 0.09
C 2.70 0.78 6.22
C 4.60 5.32 -3.80
C -3.20 -4.26 3.24
C -4.52 1.28 -3.63
C 1.24 0.56 6.78
C -4.24 4.45 0.51
C 6.95 -1.29 -3.42
C 4.01 -2.46 -4.27
C -5.31 -4.71 1.90
C 2.52 5.15 -2.30
C 5.95 -1.41 -1.14
C 2.86 -6.09 3.72
C -5.98 -5.15 0.58
C 2.16 -4.99 1.07
C 1.75 4.11 -1.47
C -4.39 0.53 0.83
C -1.04 1.70 6.70
C 2.30 6.11 -4.71
C 3.51 -6.70 2.44
C 2.52 6.44 -1.45
C -1.45 -1.30 7.54
C -2.07 3.48 1.57
C 1.38 0.37 8.26
C 3.52 -5.63 1.38
C 1.35 -5.89 0.17
C 3.09 -1.23 -4.20
C -4.21 1.99 1.40
C 1.70 5.34 -3.54
C 5.71 4.36 -4.18
C -1.93 1.31 -3.56
C 2.57 -3.82 0.18
C -3.23 1.44 -4.43
C 2.76 1.07 -3.71
C -1.50 -1.66 5.13
C 0.50 -6.53 3.21
C -3.25 -6.33 1.87
C -1.70 2.50 -2.76
C -1.53 0.64 5.78
C -2.92 4.00 -4.41
C -2.52 5.19 -5.31
C 1.47 -5.43 3.46
C 4.63 0.40 -5.35
C -1.63 3.74 -3.54
C -3.28 -5.54 -1.35
C -3.79 -4.86 1.88
C 5.58 -1.23 -2.61
C -4.96 2.10 2.73
C -2.69 4.51 0.59
C -1.95 4.13 3.01
C 0.43 1.88 6.53
C 3.84 0.06 -4.03
C -3.12 0.21 -5.43
C 5.31 6.71 -3.51
C -5.37 -4.38 -0.59
C -0.65 3.27 1.05
C 4.73 -2.52 -2.97
C 3.67 5.43 -5.05
C 0.77 -0.31 -0.55
C -1.00 -0.66 6.22
C -3.87 -4.25 -0.60
C 1.10 -4.87 4.88
C -3.50 -2.96 -1.42
C -4.72 2.97 0.29
C -4.06 4.47 -3.53
H 5.41 1.13 -5.14
H 3.32 -4.12 -0.55
H -1.22 0.95 4.78
H -3.97 5.52 -3.26
H 5.38 7.30 -4.42
H -3.28 5.44 -6.04
H 6.44 4.11 -3.40
H 1.32 -1.98 7.08
H -3.93 -3.00 -2.42
H -4.41 2.61 3.52
H 3.00 -2.93 0.65
H -3.12 -6.76 2.86
H 1.25 -6.93 0.48
H -2.20 -5.51 -1.47
H -1.38 -1.25 4.13
H 2.73 7.34 -2.02
H -5.51 -3.64 1.95
H -2.33 6.06 -4.68
H -3.52 -6.44 -0.78
H -2.54 -1.27 7.54
H 3.97 0.88 -6.09
H -1.59 5.00 -5.85
H 2.10 4.06 -0.44
H -0.49 -6.16 2.95
H -4.73 5.07 -0.25
H -1.39 1.46 7.70
H 6.96 -0.87 -4.42
H 1.72 -3.39 -0.35
H 6.29 4.63 -5.06
H 1.58 6.66 -0.94
H -0.12 4.21 1.17
H -5.71 -4.78 -1.54
H 3.04 1.78 6.50
H -2.45 -2.81 -1.66
H -5.45 1.22 -4.20
H 3.85 -6.13 0.46
H -5.77 2.82 2.63
H 4.99 -1.33 -0.63
H 2.68 -6.93 4.39
H -7.07 -5.15 0.57
H -4.34 2.65 -0.68
H 0.41 0.36 8.76
H -2.28 0.29 -6.12
H -2.22 4.47 -0.39
H -4.26 -0.26 1.56
H -2.27 -6.28 1.40
H -1.36 3.43 3.60
H 4.65 7.28 -2.87
H -1.73 -3.03 0.89
H -0.10 2.56 1.67
H -0.66 -1.94 -0.24
H -1.07 -0.76 8.41
H 3.97 -2.81 -2.25
H 1.60 6.00 -5.54
H -2.45 2.61 -1.97
H 1.88 3.08 -1.80
H 3.34 -3.28 -4.52
H -0.81 3.59 -4.24
H 2.49 -1.20 -5.11
H -2.62 0.67 5.73
H 1.64 -6.03 -0.87
H -4.07 0.19 -5.96
H 6.65 -0.67 -0.77
H -1.06 -2.32 7.61
H -4.14 4.01 -2.54
H -3.70 -3.34 3.55
H -1.03 -2.64 5.17
H 3.59 -5.35 4.04
H 1.21 -5.59 5.69
H -1.55 5.14 3.07
H -2.12 -4.08 3.23
H -3.80 -7.12 1.35
H 5.40 -3.37 -2.91
H 5.28 3.38 -4.39
H 1.79 -4.10 5.23
H 7.29 -2.31 -3.59
H -4.61 0.32 -3.12
H 2.54 -1.48 -3.28
H -1.32 4.62 -2.98
H 0.33 -5.51 0.16
H 4.20 -4.91 1.85
H -1.32 -0.36 -0.41
H 4.70 -2.52 -5.11
H -1.00 1.17 -4.11
H -5.76 -3.36 -0.52
H -2.08 0.36 -3.06
H -4.72 3.51 -5.78
H 4.09 5.88 -5.94
H 2.11 0.84 -2.87
H 0.77 -0.58 -1.61
H -3.70 -1.99 -0.99
H 2.56 7.13 -4.43
H 0.69 4.37 -1.39
H 0.77 2.65 7.21
H 1.44 4.32 -3.83
H 4.48 5.39 -1.16
H 2.97 -7.61 2.16
H 0.64 -7.30 2.45
H -0.71 2.36 -2.32
H 5.90 1.28 -3.58
H -5.02 4.20 -3.97
H -5.45 1.26 3.21
H -5.47 0.39 0.69
H -5.72 -6.21 0.57
H 4.47 -7.14 2.70
H -5.78 2.83 0.47
H 0.39 -7.11 4.12
H -3.99 0.35 -0.17
H 0.08 -4.52 5.04
H -2.40 5.48 1.00
H -4.57 2.00 -2.81
H 2.01 1.12 8.72
H -1.45 2.65 6.36
H 3.43 0.06 6.58
H -4.57 4.87 1.46
H -3.32 -4.95 4.07
H -3.06 -0.74 -4.90
H 3.25 1.99 -3.39
H -0.13 -4.22 1.61
H 7.72 -0.72 -2.92
H 0.61 2.25 5.52
H 6.36 -2.42 -1.24
H 1.89 -0.57 8.49
H 3.34 4.45 -5.40
H -2.57 -1.83 5.21
H 6.24 6.61 -2.94
H -1.73 0.61 1.96
H 2.77 0.71 5.14
H -3.67 -5.72 -2.35
H -2.95 4.20 3.45
H 0.74 5.83 -3.35
H 3.26 6.23 -0.68
H 2.20 1.29 -4.62
H 5.06 -0.48 -5.83
H -5.79 -5.25 2.72
H -0.61 2.85 0.05
H 0.61 0.76 -0.66
```

Properties
Total charge: -2
Lowest unoccupied orbital energy in eV: 3.55
Total energy in eV: -98469.15020
Maximum force in hartree/bohr: 0.08907
Energy relative to the best compared isomer or geometry (same formula, charge and spin) in kcal/mol: 0.0
E_HOMO in eV: 0.49
Gap between HOMO and LUMO in hartree: 0.1123



- Which value of total energy does entry 1 give?
  -151730.76816 eV